Entry 1:
This record from OMol25 describes a gas-phase ion, C4H7INO (charge +1). The level of theory is ωB97M-V with the def2-TZVPD basis set.

Element x y z (Å)
C1 -0.218 -1.671 -0.547
N1 -0.050 -0.307 -0.050
C2 -1.258 0.294 0.255
C3 1.051 0.354 0.104
I1 2.962 -0.362 0.002
C4 1.022 1.852 0.374
O1 0.807 2.602 -0.579
H1 -1.269 -1.849 -1.078
H2 -0.345 -2.353 0.261
H3 0.716 -2.151 -0.955
H4 -1.972 -0.441 0.663
H5 -1.646 0.759 -0.690
H6 -1.116 1.092 0.854
H7 1.315 2.180 1.385

Kohn-Sham gap, eV: 9.5311
Total charge: +1
SMILES: C[N+](C)=C(I)C=O
E_LUMO, eV: -5.309

Atomic partial charges in e from the Mulliken method, atoms 1 to 6: C -0.868; N 0.048; C -1.123; C 0.536; I 0.364; C -0.320

---

Entry 2:
This record from OMol25 describes a molecular structure, C9H12N3. The level of theory is ωB97M-V with the def2-TZVPD basis set.

Element x y z (Å)
C1 -2.212 0.737 0.703
C2 -1.142 1.531 0.619
C3 -2.251 -0.604 0.062
C4 2.213 0.933 -0.052
C5 0.983 -1.042 0.449
C6 -0.096 1.313 -0.391
C7 0.007 -0.579 -0.613
C8 0.636 -1.820 1.678
C9 0.335 -0.619 -2.153
N1 -1.280 -1.153 -0.449
N2 2.009 -0.263 0.517
N3 1.246 1.799 -0.194
H1 -3.044 0.840 1.425
H2 -1.199 2.290 1.337
H3 -3.155 -1.127 0.070
H4 3.214 1.324 -0.057
H5 -0.484 1.453 -1.399
H6 -0.193 -2.523 1.755
H7 0.483 -0.992 2.407
H8 1.485 -2.298 2.054
H9 0.307 -1.740 -2.400
H10 1.340 -0.155 -2.503
H11 -0.552 -0.077 -2.714
H12 1.350 2.772 -0.152

Kohn-Sham gap, eV: 8.0264
Total charge: +1
E_LUMO, eV: -4.841

Atomic partial charges in e from the Mulliken method, atoms 1 to 6: C -0.396; C -0.493; C -0.220; C -0.322; C 0.616; C 0.120

---

Entry 3:
This record from OMol25 describes a molecular structure, C29H64ClFN11O4P3S. The level of theory is ωB97M-V with the def2-TZVPD basis set.

Element x y z (Å)
C1 -2.602 -8.027 -2.711
C2 -2.693 -6.975 -3.880
C3 -3.522 -7.471 -5.162
Cl1 -3.800 -9.260 -5.227
C4 -2.734 -6.916 -6.423
C5 -2.666 -5.387 -6.486
C6 -1.942 -4.727 -7.551
C7 -1.885 -3.150 -7.501
C8 -1.214 -2.825 -6.097
O1 -0.108 -3.211 -5.879
F1 -1.888 -2.148 -5.089
C9 -1.276 -5.566 -8.590
N1 -0.549 -5.112 -9.679
S1 -0.054 -6.510 -10.462
N2 -0.657 -7.792 -9.544
C10 -1.341 -7.097 -8.544
C11 -2.102 -7.767 -7.413
H1 -2.087 -8.963 -3.072
H2 -1.942 -7.629 -1.879
H3 -3.610 -8.236 -2.261
H4 -3.119 -5.979 -3.554
H5 -1.638 -6.746 -4.224
H6 -4.512 -6.936 -5.183
H7 -3.176 -4.770 -5.696
H8 -2.916 -2.700 -7.448
H9 -1.292 -2.745 -8.359
H10 -2.172 -8.872 -7.287
O2 -0.412 -5.316 -0.710
P1 -0.232 -4.082 0.182
N3 -1.930 -3.823 0.327
C12 -2.663 -2.578 0.361
C13 -2.632 -4.821 1.131
N4 0.476 -3.140 -1.089
C14 -0.356 -2.469 -2.077
C15 1.560 -3.831 -1.793
N5 0.099 -2.753 1.279
C16 -0.031 -3.043 2.702
C17 0.379 -1.361 0.990
H11 -2.631 -2.093 1.346
H12 -3.717 -2.751 0.120
H13 -2.324 -1.861 -0.383
H14 -2.561 -4.593 2.203
H15 -2.218 -5.819 0.976
H16 -3.690 -4.880 0.859
H17 -1.136 -3.125 -2.478
H18 0.238 -2.098 -2.916
H19 -0.814 -1.572 -1.657
H20 1.182 -4.534 -2.544
H21 2.183 -4.390 -1.091
H22 2.213 -3.110 -2.293
H23 -0.972 -2.654 3.103
H24 0.797 -2.619 3.277
H25 -0.011 -4.122 2.880
H26 -0.505 -0.828 0.633
H27 1.181 -1.243 0.263
H28 0.720 -0.827 1.884
O3 2.362 1.868 2.463
P2 3.879 1.821 2.231
N6 4.176 1.455 3.891
C18 5.241 1.916 4.752
C19 3.769 0.112 4.301
N7 3.982 3.518 1.908
C20 4.013 4.488 2.994
C21 3.020 3.971 0.901
N8 5.598 1.688 1.894
C22 6.118 0.337 1.719
C23 6.619 2.714 1.870
H29 6.181 1.370 4.593
H30 4.964 1.784 5.802
H31 5.443 2.979 4.651
H32 4.540 -0.630 4.055
H33 2.845 -0.191 3.805
H34 3.572 0.067 5.376
H35 3.245 4.292 3.751
H36 3.869 5.506 2.622
H37 4.994 4.512 3.468
H38 2.019 4.123 1.320
H39 2.938 3.243 0.090
H40 3.351 4.912 0.450
H41 6.643 -0.005 2.617
H42 6.802 0.275 0.869
H43 5.307 -0.366 1.517
H44 6.856 3.082 2.870
H45 6.343 3.559 1.239
H46 7.555 2.333 1.448
O4 -0.038 6.228 3.922
P3 -1.060 6.412 2.795
N9 -1.816 7.743 3.587
C24 -3.219 8.085 3.664
C25 -1.018 8.968 3.617
N10 -1.849 4.906 3.147
C26 -2.828 4.802 4.218
C27 -0.924 3.770 3.262
N11 -2.135 6.586 1.416
C28 -1.782 7.619 0.450
C29 -3.395 5.931 1.136
H47 -3.585 8.579 2.753
H48 -3.398 8.769 4.498
H49 -3.857 7.229 3.867
H50 -1.122 9.535 2.683
H51 0.042 8.747 3.756
H52 -1.311 9.614 4.450
H53 -2.484 5.273 5.146
H54 -3.069 3.758 4.438
H55 -3.781 5.240 3.920
H56 -0.444 3.728 4.246
H57 -0.138 3.828 2.505
H58 -1.453 2.826 3.096
H59 -2.403 8.512 0.578
H60 -1.889 7.263 -0.579
H61 -0.737 7.918 0.568
H62 -4.197 6.285 1.789
H63 -3.326 4.847 1.217
H64 -3.723 6.124 0.109

Kohn-Sham gap, eV: 6.8884
Total charge: 0
E_LUMO, eV: -0.960

Atomic partial charges in e from the Mulliken method, atoms 1 to 6: C -1.284; C -0.187; C 0.446; Cl -0.209; C 0.025; C -0.379

---

Entry 4:
This record from OMol25 describes a molecular structure, C20H26FFeN3O2Si. The level of theory is ωB97M-V with the def2-TZVPD basis set.

Element x y z (Å)
Fe1 -0.547 -0.961 -0.201
C1 0.428 1.281 2.466
Si1 0.412 1.828 0.674
C2 -1.333 2.340 0.206
C3 1.453 3.390 0.552
N1 0.852 0.489 -0.331
C4 1.966 0.267 -1.099
C5 3.003 1.183 -1.371
C6 4.054 0.883 -2.226
C7 4.149 -0.350 -2.855
C8 3.165 -1.297 -2.595
C9 2.138 -0.969 -1.747
F1 1.175 -1.922 -1.520
H1 0.099 2.083 3.131
H2 1.435 0.983 2.766
H3 -0.236 0.426 2.622
H4 -1.706 3.103 0.896
H5 -2.032 1.503 0.233
H6 -1.346 2.772 -0.799
H7 0.966 4.157 1.160
H8 1.520 3.776 -0.467
H9 2.466 3.262 0.940
H10 2.974 2.155 -0.905
H11 4.815 1.635 -2.396
H12 4.971 -0.579 -3.519
H13 3.184 -2.285 -3.037
C10 0.139 -4.210 2.583
C11 -0.570 -3.029 1.967
O1 -0.121 -2.638 0.873
C12 -1.696 -2.424 2.639
C13 -2.099 -2.921 3.902
C14 -3.167 -2.405 4.580
C15 -3.894 -1.349 3.997
C16 -3.543 -0.841 2.779
C17 -2.430 -1.347 2.052
O2 -2.148 -0.808 0.916
H14 0.913 -4.540 1.895
H15 -0.553 -5.030 2.777
H16 0.598 -3.928 3.532
H17 -1.542 -3.733 4.349
H18 -3.451 -2.800 5.546
H19 -4.745 -0.933 4.522
H20 -4.096 -0.029 2.324
C18 0.673 0.949 -4.309
N2 -0.707 0.943 -3.814
C19 -1.411 2.224 -3.802
C20 -1.066 0.027 -2.948
N3 -1.381 -0.804 -2.203
H21 0.672 1.381 -5.308
H22 1.052 -0.069 -4.355
H23 1.323 1.529 -3.651
H24 -1.436 2.614 -4.818
H25 -0.907 2.944 -3.153
H26 -2.429 2.076 -3.452

Kohn-Sham gap (alpha / beta), eV: 7.5489 / 7.6432
Total charge: 0
E_LUMO (alpha / beta), eV: 0.370 / 0.355
2S+1: 5

Atomic partial charges in e from the Mulliken method, atoms 1 to 6: Fe 0.728; C -0.934; Si 0.128; C -0.768; C -1.284; N 0.217

---

Entry 5:
This record from OMol25 describes a molecular structure, C34H32ClN4O5PV. The level of theory is ωB97M-V with the def2-TZVPD basis set.

Element x y z (Å)
V1 0.449 1.311 -0.937
C1 1.759 -0.933 -4.283
C2 1.017 0.212 -3.664
O1 1.403 0.516 -2.464
C3 0.026 0.871 -4.338
C4 -0.540 2.070 -3.825
C5 -1.289 2.990 -4.739
N1 -0.324 2.388 -2.581
N2 -0.629 3.690 -2.234
C6 0.001 3.978 -1.147
O2 0.781 3.086 -0.557
C7 -0.127 5.300 -0.505
C8 0.584 5.577 0.658
C9 0.457 6.815 1.271
C10 -0.380 7.777 0.727
C11 -1.094 7.500 -0.433
C12 -0.971 6.267 -1.048
H1 2.831 -0.726 -4.275
H2 1.438 -1.113 -5.306
H3 1.590 -1.836 -3.693
H4 -0.221 0.564 -5.342
H5 -1.551 2.471 -5.658
H6 -0.671 3.854 -4.984
H7 -2.184 3.366 -4.247
H8 1.228 4.817 1.079
H9 1.009 7.024 2.178
H10 -0.482 8.741 1.207
H11 -1.753 8.247 -0.855
H12 -1.527 6.035 -1.947
N3 2.510 0.758 -0.317
C13 2.844 1.132 1.055
C14 1.556 1.185 1.852
O3 1.554 1.385 3.058
N4 0.466 1.081 1.064
C15 -0.767 1.469 1.706
C16 -1.857 1.296 0.677
O4 -3.036 1.311 0.899
O5 -1.352 1.158 -0.554
H13 2.538 -0.252 -0.427
H14 3.125 1.148 -1.021
H15 3.263 2.139 1.068
H16 3.561 0.453 1.514
H17 -0.737 2.528 1.993
H18 -1.013 0.898 2.600
Cl1 -1.213 -1.690 -2.171
C17 -1.281 -3.323 -1.564
C18 -1.543 -4.338 -2.473
C19 -1.635 -5.643 -2.021
C20 -1.473 -5.924 -0.671
C21 -1.214 -4.898 0.220
C22 -1.107 -3.572 -0.202
P1 -0.715 -2.182 0.947
C23 -1.538 -2.730 2.486
C24 -1.024 -3.658 3.391
C25 -1.743 -4.006 4.524
C26 -2.985 -3.433 4.764
C27 -3.501 -2.502 3.876
C28 -2.777 -2.145 2.747
C29 1.048 -2.546 1.306
C30 1.869 -3.290 0.461
C31 3.222 -3.440 0.742
C32 3.771 -2.858 1.875
C33 2.962 -2.109 2.721
C34 1.617 -1.944 2.431
H19 -1.679 -4.097 -3.518
H20 -1.843 -6.439 -2.725
H21 -1.552 -6.942 -0.314
H22 -1.098 -5.123 1.272
H23 -0.051 -4.103 3.216
H24 -1.332 -4.724 5.222
H25 -3.544 -3.706 5.650
H26 -4.461 -2.040 4.067
H27 -3.167 -1.393 2.070
H28 1.454 -3.771 -0.416
H29 3.845 -4.027 0.078
H30 4.822 -2.987 2.099
H31 3.378 -1.633 3.600
H32 1.007 -1.332 3.088

Kohn-Sham gap (alpha / beta), eV: 7.4141 / 8.0736
Total charge: 0
E_LUMO (alpha / beta), eV: -0.775 / -0.123
2S+1: 2

Atomic partial charges in e from the Mulliken method, atoms 1 to 6: V 0.375; C -1.427; C 0.971; O -0.242; C -1.345; C 1.034

---

Entry 6:
This record from OMol25 describes a molecular structure, C35H40ClIrN5OS7. The level of theory is ωB97M-V with the def2-TZVPD basis set.

Element x y z (Å)
Ir1 0.538 -0.429 -1.447
C1 1.039 2.163 -3.458
N1 0.634 0.750 -3.598
C2 1.699 -0.016 -4.283
C3 1.551 -1.523 -4.120
N2 1.827 -1.954 -2.736
C4 3.282 -1.984 -2.467
C5 1.274 -3.252 -2.391
C6 1.304 -4.297 -3.300
C7 0.841 -5.556 -2.946
C8 0.365 -5.782 -1.663
C9 0.341 -4.746 -0.745
C10 0.776 -3.467 -1.095
S1 0.643 -2.169 0.079
C11 -0.632 0.638 -4.312
C12 -0.804 1.295 -5.527
C13 -2.002 1.220 -6.217
C14 -3.049 0.475 -5.693
C15 -2.883 -0.194 -4.495
C16 -1.678 -0.126 -3.791
S2 -1.531 -1.046 -2.298
H1 1.310 2.611 -4.418
H2 1.899 2.226 -2.795
H3 0.210 2.725 -3.030
H4 2.652 0.322 -3.871
H5 1.697 0.218 -5.354
H6 2.237 -2.011 -4.820
H7 0.533 -1.824 -4.374
H8 3.760 -2.739 -3.100
H9 3.444 -2.231 -1.419
H10 3.719 -1.006 -2.654
H11 1.696 -4.135 -4.296
H12 0.865 -6.360 -3.670
H13 0.011 -6.763 -1.377
H14 -0.033 -4.909 0.257
H15 0.008 1.877 -5.943
H16 -2.116 1.744 -7.156
H17 -3.993 0.413 -6.218
H18 -3.690 -0.787 -4.084
S3 8.730 -0.030 -0.562
C17 7.125 -0.065 -0.260
S4 6.398 -0.933 1.043
C18 4.717 -0.492 0.767
C19 4.512 0.347 -0.353
S5 3.065 0.961 -0.982
S6 5.963 0.817 -1.199
S7 3.576 -1.058 1.842
C20 -0.939 0.489 6.268
C21 0.059 1.053 5.249
C22 1.233 1.668 6.025
C23 0.632 -0.110 4.430
C24 -0.633 2.151 4.370
O1 -0.851 3.324 5.173
C25 -2.024 1.781 3.802
C26 -2.214 0.487 3.002
C27 -3.376 0.518 2.036
C28 -3.274 -0.180 0.836
C29 -4.306 -0.184 -0.088
C30 -5.463 0.523 0.195
Cl1 -6.763 0.538 -0.963
C31 -5.595 1.223 1.381
C32 -4.550 1.216 2.294
C33 0.324 2.713 3.276
N3 0.067 2.291 1.905
C34 0.605 1.284 1.224
N4 0.002 1.189 0.050
C35 -0.893 2.212 0.053
N5 -0.885 2.907 1.162
H19 -0.435 -0.241 6.902
H20 -1.780 -0.015 5.791
H21 -1.335 1.261 6.934
H22 1.634 0.920 6.712
H23 0.931 2.539 6.602
H24 2.052 1.963 5.367
H25 1.124 -0.808 5.111
H26 1.401 0.223 3.732
H27 -0.120 -0.671 3.882
H28 -1.433 3.088 5.903
H29 -2.325 2.628 3.185
H30 -2.710 1.772 4.654
H31 -2.348 -0.357 3.686
H32 -1.329 0.244 2.420
H33 -2.362 -0.719 0.605
H34 -4.206 -0.722 -1.021
H35 -6.505 1.772 1.584
H36 -4.660 1.776 3.215
H37 1.362 2.473 3.494
H38 0.215 3.794 3.283
H39 1.415 0.653 1.567
H40 -1.571 2.414 -0.759

Kohn-Sham gap (alpha / beta), eV: 6.7322 / 5.7440
Total charge: 0
E_LUMO (alpha / beta), eV: 0.163 / -2.254
2S+1: 6

Atomic partial charges in e from the Mulliken method, atoms 1 to 6: Ir 1.986; C -1.018; N 0.569; C -0.945; C -1.131; N 0.856

---

Entry 7:
This record from OMol25 describes C12H10ClF3N2 in the gas phase. The level of theory is ωB97M-V with the def2-TZVPD basis set.

Element x y z (Å)
F1 -3.425 -1.831 1.491
C1 -3.054 -1.739 0.199
F2 -4.197 -1.724 -0.510
F3 -2.436 -2.886 -0.100
C2 -2.197 -0.517 -0.049
C3 -0.873 -0.624 0.208
C4 0.142 0.414 0.175
C5 1.544 -0.049 0.122
C6 1.902 -1.223 -0.534
C7 3.223 -1.628 -0.586
C8 4.197 -0.855 0.027
Cl1 5.848 -1.364 -0.027
C9 3.863 0.324 0.676
C10 2.542 0.722 0.716
N1 -0.026 1.681 0.235
C11 -1.324 2.258 0.315
C12 -2.263 1.800 -0.829
N2 -2.890 0.544 -0.534
H1 -0.519 -1.601 0.501
H2 1.152 -1.821 -1.031
H3 3.498 -2.536 -1.099
H4 4.632 0.919 1.143
H5 2.257 1.637 1.208
H6 -1.192 3.342 0.262
H7 -1.806 2.010 1.269
H8 -3.044 2.541 -0.998
H9 -1.658 1.706 -1.737
H10 -3.896 0.503 -0.512

Kohn-Sham gap, eV: 8.8331
Total charge: 0
SMILES: FC(F)(F)C1=CC(c2ccc(Cl)cc2)=NCCN1
E_LUMO, eV: 0.193

Atomic partial charges in e from the Mulliken method, atoms 1 to 6: F -0.258; C 0.834; F -0.296; F -0.250; C -0.116; C -0.670

---

Entry 8:
This record from OMol25 describes a molecular structure, C34H37Cl2O4Sb2Se2Ti. The level of theory is ωB97M-V with the def2-TZVPD basis set.

Element x y z (Å)
Ti1 -1.785 -0.011 -0.652
C1 1.514 -2.330 0.226
C2 1.251 -2.324 1.726
C3 -0.204 -2.038 2.070
Sb1 -1.277 -0.055 2.331
C4 -0.390 -0.007 4.301
C5 0.988 0.016 4.483
C6 1.528 -0.064 5.756
C7 0.693 -0.170 6.859
C8 -0.681 -0.180 6.686
C9 -1.218 -0.103 5.410
C10 -0.344 1.875 1.767
C11 -0.536 2.402 0.492
C12 -0.093 3.668 0.144
C13 0.524 4.458 1.101
C14 0.655 3.984 2.396
C15 0.220 2.709 2.728
Sb2 1.191 -0.321 -0.506
C16 3.070 0.302 0.372
C17 3.129 1.288 1.346
C18 4.333 1.589 1.968
C19 5.486 0.908 1.613
C20 5.437 -0.057 0.618
C21 4.234 -0.357 -0.001
C22 2.011 -0.477 -2.497
C23 2.308 -1.693 -3.101
C24 2.816 -1.726 -4.391
C25 3.024 -0.544 -5.085
C26 2.728 0.671 -4.486
C27 2.219 0.706 -3.199
H1 0.841 -3.022 -0.284
H2 2.549 -2.605 0.024
H3 1.924 -1.619 2.225
H4 1.494 -3.317 2.123
H5 -0.429 -2.426 3.067
H6 -0.846 -2.579 1.368
H7 1.648 0.116 3.628
H8 2.602 -0.046 5.886
H9 1.115 -0.245 7.851
H10 -1.339 -0.249 7.542
H11 -2.291 -0.109 5.269
H12 -1.082 1.830 -0.269
H13 -0.241 4.035 -0.863
H14 0.874 5.446 0.839
H15 1.104 4.605 3.159
H16 0.326 2.359 3.746
H17 2.238 1.832 1.628
H18 4.365 2.357 2.730
H19 6.421 1.132 2.108
H20 6.338 -0.578 0.323
H21 4.208 -1.104 -0.785
H22 2.131 -2.619 -2.566
H23 3.047 -2.674 -4.860
H24 3.414 -0.574 -6.092
H25 2.888 1.592 -5.030
H26 1.975 1.661 -2.743
O1 -0.785 -1.776 -2.297
C28 -1.750 -2.419 -3.127
C29 -3.115 -1.703 -3.203
C30 -3.869 -2.385 -4.374
O2 -5.147 -1.845 -4.605
C31 -3.051 -0.202 -3.559
Se1 -1.523 0.923 -2.952
C32 -3.932 -1.973 -1.922
Se2 -2.878 -2.195 -0.265
H27 -0.265 -1.198 -2.882
H28 -1.912 -3.414 -2.703
H29 -1.338 -2.532 -4.134
H30 -3.930 -3.465 -4.179
H31 -3.314 -2.239 -5.304
H32 -5.688 -1.976 -3.819
H33 -3.940 0.309 -3.183
H34 -3.045 -0.087 -4.643
H35 -4.485 -2.911 -2.030
H36 -4.647 -1.174 -1.718
Cl1 -3.420 3.547 -1.385
C33 -4.553 2.846 -0.208
Cl2 -5.069 4.040 0.971
C34 -3.848 1.648 0.478
O3 -3.806 1.552 1.680
O4 -3.368 0.792 -0.370
H37 -5.427 2.517 -0.768

Kohn-Sham gap (alpha / beta), eV: 7.1234 / 7.1576
Total charge: 0
E_LUMO (alpha / beta), eV: -0.487 / -0.579
2S+1: 2

Atomic partial charges in e from the Mulliken method, atoms 1 to 6: Ti -0.123; C -1.404; C -0.561; C -0.848; Sb 1.004; C -0.162

---

no.,molecular weight (g/mol)
1,212.01
2,162.22
3,810.34
4,443.38
5,694.02
6,998.88
7,274.67
8,1029.88